{
  "formula": "C27H23N4O3Ru",
  "method": "ωB97M-V/def2-TZVPD",
  "gap_ev": [6.53, 6.60],
  "s_squared": 0.759,
  "spin_multiplicity": 2,
  "symbols": ["H", "C", "O", "H", "H", "C", "H", "N", "C", "H", "H", "H", "C", "C", "N", "H", "H", "C", "H", "O", "H", "C", "H", "H", "C", "C", "H", "C", "Ru", "C", "C", "H", "C", "C", "C", "H", "C", "H", "O", "C", "C", "H", "H", "C", "C", "C", "H", "H", "N", "C", "C", "C", "C", "N", "C", "H", "C", "H"],
  "coordinates": [[-0.047660, 0.349262, 4.977036], [-0.372060, -4.895638, -0.444664], [4.442940, -0.541838, -0.876864], [4.629640, 3.562362, -2.590064], [4.621940, -2.474538, -0.415764], [2.352540, 0.590462, -1.499664], [2.086340, 0.550662, 6.175936], [-0.315760, -2.660438, -0.650364], [3.995240, 2.757062, -2.259964], [-4.633060, -1.175538, -1.623564], [-0.677360, 1.294162, 1.757136], [-7.939460, 1.524362, -1.839664], [-4.142260, 0.903762, -1.537664], [3.752540, 0.523562, -1.356864], [-0.416860, -0.694938, 1.287536], [-3.944360, 3.031762, -1.490764], [-0.436060, -4.910238, 1.763936], [3.236440, 0.691062, 3.002336], [-0.475860, -2.204638, 2.707836], [-2.323460, -0.589738, -1.193164], [-7.062660, -0.784838, -1.857964], [-0.369160, -2.970638, 0.692636], [3.080240, -1.757038, 0.131336], [4.196640, 0.795562, 4.914836], [0.379340, 2.059762, -1.976664], [-0.420160, -1.932938, 1.648736], [5.627540, 1.527062, -1.576564], [0.839640, 0.469162, 3.031036], [-0.316460, -0.712538, -1.079464], [-2.725060, 0.628662, -1.447564], [1.753340, 1.834462, -1.964064], [3.322140, -2.139138, -1.593064], [-0.336460, -3.813338, -1.323564], [0.872440, 0.446262, 4.418536], [-0.395160, -4.363938, 0.840536], [-0.367560, -5.932438, -0.719764], [3.258740, 0.689462, 4.388336], [4.156340, 0.782562, 2.443236], [1.617340, -0.444938, -1.204464], [-5.999360, 2.426462, -1.658564], [-0.468260, 0.353962, 2.281536], [-0.317960, -3.828038, -2.401064], [-6.383260, 3.437762, -1.677364], [3.814840, -1.790438, -0.680364], [2.625740, 2.866062, -2.394864], [-4.641960, 2.211062, -1.558164], [0.006040, 3.019962, -2.318564], [2.184340, 3.751862, -2.821464], [-1.837760, 1.585962, -1.678464], [2.075340, 0.560762, 5.094936], [4.563240, 1.621562, -1.713464], [-5.034360, -0.172338, -1.629464], [-6.876260, 1.353162, -1.753964], [-0.584460, 1.183462, -1.565464], [2.033440, 0.585562, 2.328436], [2.012340, 0.596762, 1.247536], [-6.387660, 0.053262, -1.750464], [-1.288460, 0.171062, 2.990436]],
  "forces_ev_per_angstrom": [[-0.1227, -0.0237, 0.0405], [0.0122, 0.1359, -0.2922], [0.0712, 0.2632, 0.0644], [0.0787, 0.1589, -0.0223], [-0.0636, 0.0370, -0.0269], [-0.9219, 1.0970, -0.3104], [0.0078, 0.0018, 0.0496], [-0.0721, 0.1283, 0.4162], [-0.5701, 0.4035, -0.2508], [-0.0086, -0.0392, 0.0174], [-0.0528, -0.1612, 0.1376], [-0.0672, 0.0520, -0.0158], [-1.2310, 0.0592, -0.0655], [1.1257, 0.9691, -0.2758], [-0.0525, -0.8660, -2.5112], [0.0245, 0.0760, -0.0090], [0.0119, -0.0445, 0.1869], [0.0212, 0.0373, -0.0857], [0.0239, 0.1116, -0.1038], [-0.2487, 0.2951, -0.0171], [-0.0503, -0.0016, 0.0609], [0.0237, -0.7591, 0.1686], [0.1745, -0.0665, -0.1489], [0.0491, -0.0408, 0.0313], [-3.1323, -1.6489, 0.7850], [-0.0542, 0.1514, 0.0857], [0.1440, -0.0569, 0.0027], [-0.0561, -0.0089, 0.0721], [-0.0623, 0.0465, 2.5260], [2.5037, -0.0681, -0.0712], [2.3468, -1.0037, 0.2977], [0.0912, -0.0037, 0.1574], [0.1338, -0.4462, -0.2082], [-0.0918, 0.0238, -0.1206], [-0.0202, 0.5200, 0.1013], [-0.0435, -0.1668, -0.0494], [0.0472, 0.0026, 0.0990], [0.0714, 0.0147, -0.0518], [-0.0261, -0.2760, 0.0711], [-0.2985, 0.0572, -0.0456], [0.0420, 0.5496, 0.0509], [0.0228, 0.0156, -0.0717], [-0.0067, 0.0180, 0.0314], [-0.1958, -0.6232, 0.1651], [-0.0378, -0.2633, 0.3051], [0.4378, -0.3815, 0.0430], [-0.0819, -0.0568, -0.0118], [-0.0269, 0.2252, -0.0079], [-2.8412, 0.8823, 0.0968], [0.1196, 0.0354, 0.1003], [-1.0932, -1.2559, 0.2902], [0.5679, 0.1775, 0.0101], [0.0412, -0.0757, -0.0333], [3.4839, 1.6259, -1.3054], [-0.0205, 0.0355, -0.0327], [0.0292, -0.0232, -0.1153], [-0.2654, 0.1201, -0.0249], [0.1090, 0.0343, -0.1788]],
  "lowdin_charge": [0.108, -0.090, -0.075, 0.100, 0.095, -0.262, 0.102, -0.138, -0.097, 0.113, 0.124, 0.100, -0.157, -0.209, -0.005, 0.107, 0.101, -0.069, 0.149, -0.183, 0.103, -0.317, 0.085, 0.101, -0.020, -0.075, 0.118, -0.222, 1.447, -0.421, -0.154, 0.097, -0.149, -0.050, -0.041, 0.089, -0.090, 0.106, -0.242, -0.084, -0.164, 0.104, 0.102, -0.076, -0.050, -0.026, 0.128, 0.105, 0.041, -0.086, 0.009, -0.020, -0.084, -0.188, -0.029, 0.099, -0.081, 0.123]
}

***

{
  "formula": "C19H23N3O4",
  "method": "ωB97M-V/def2-TZVPD",
  "smiles": "CCOCCCNC(=O)[C@@H](NC(=O)c1ccc(=O)[nH]c1)c1ccccc1",
  "gap_ev": 9.16,
  "symbols": ["C", "H", "H", "H", "C", "N", "O", "H", "H", "H", "C", "C", "H", "C", "H", "C", "H", "O", "C", "O", "H", "C", "C", "H", "H", "C", "N", "H", "H", "C", "H", "H", "C", "C", "C", "H", "H", "C", "C", "O", "C", "H", "C", "H", "H", "C", "H", "N", "H"],
  "coordinates": [[4.605003, 0.815434, 0.087346], [-1.407864, 0.213633, -1.410772], [-3.321735, -3.738970, -0.713123], [-0.032682, 1.088072, 1.973623], [-4.490092, -0.291501, -0.231163], [1.027455, 0.190687, 0.444025], [-3.797702, -1.144656, -1.103431], [-2.455844, 1.862498, -2.900336], [-4.890455, -3.499432, 0.067319], [-2.555994, 4.240496, -2.241934], [5.745853, 0.240020, -0.355255], [5.819665, -1.172656, -0.639864], [-3.000833, -2.194237, 1.241276], [-4.374953, -3.535762, -0.888579], [4.556425, 1.869756, 0.316632], [-1.129960, -0.596755, 1.135375], [0.971773, -0.689937, -0.048682], [6.785292, -1.792378, -1.040579], [-4.665204, -0.809434, 1.205758], [-0.785010, -1.687265, 0.726896], [6.650377, 0.807497, -0.505472], [-1.547982, 3.920416, -0.381185], [-2.033486, 2.183300, -1.959915], [-4.097155, -2.360281, -2.662584], [-0.514229, 3.309650, 1.392259], [2.206144, 0.750365, 0.791369], [-2.302338, -0.349625, 1.742370], [-3.891904, 0.625405, -0.214713], [-3.528726, -1.631109, 2.846246], [-2.091259, 3.516540, -1.588988], [4.660463, -2.853384, -0.565971], [-5.401824, -1.613240, 1.231529], [-4.518733, -2.225455, -1.660570], [-0.952819, 2.993558, 0.457308], [3.477213, -1.287392, 0.030125], [-2.521255, 0.594445, 2.020842], [-5.579390, -1.957811, -1.765301], [-3.359690, -1.331427, 1.805378], [-1.437515, 1.254513, -1.125294], [2.277652, 1.763965, 1.460906], [3.416109, 0.053523, 0.273646], [-1.584760, 4.960122, -0.091483], [-0.897743, 1.655884, 0.091515], [-5.050430, 0.015249, 1.810000], [-4.795238, -4.347592, -1.476756], [-0.231864, 0.637513, 0.992981], [2.644246, -1.957196, 0.192481], [4.621552, -1.854213, -0.401169], [-5.481950, -0.047416, -0.642153]],
  "forces_ev_per_angstrom": [[0.1367, -0.1698, -0.0540], [-0.0293, -0.1702, -0.0527], [0.1065, -0.0650, 0.0253], [-0.1017, -0.0958, -0.1286], [-0.2279, 0.2771, 0.2870], [-0.3841, -0.3117, 0.0209], [0.2222, -0.1472, 0.0472], [-0.0486, -0.0314, -0.0871], [-0.0424, -0.0400, 0.1089], [-0.0366, 0.0568, -0.0518], [-0.0443, 0.2427, 0.0623], [-0.0568, -0.1214, -0.0038], [-0.0852, 0.0527, 0.1458], [0.0202, 0.4153, -0.1080], [0.0404, 0.0873, 0.0139], [0.2376, 0.4447, 0.3123], [0.1036, 0.0889, 0.0591], [0.2506, -0.0699, -0.0864], [0.3604, -0.0846, -0.3939], [0.0880, -0.3429, -0.2316], [0.0676, 0.0247, -0.0238], [-0.0690, 0.1118, -0.0409], [0.0172, -0.1080, -0.0580], [-0.1509, -0.0007, 0.0724], [0.0782, 0.0165, 0.1083], [-0.0375, -0.3228, -0.2337], [-0.2768, 0.0817, 0.1270], [-0.1683, -0.0395, 0.0250], [0.0404, -0.0707, -0.1368], [-0.0092, 0.1078, 0.0015], [0.0389, 0.1901, 0.0149], [-0.0711, 0.0115, 0.0853], [-0.0141, -0.2558, -0.1188], [0.0044, -0.1327, 0.0374], [-0.2725, 0.5956, 0.1683], [0.1520, 0.0183, -0.0825], [0.0769, 0.0243, -0.0366], [-0.2686, -0.2334, 0.0435], [0.0283, 0.1090, 0.0470], [0.0820, 0.2942, 0.1315], [0.0378, -0.2988, 0.0438], [-0.0008, 0.0883, 0.0188], [-0.0130, 0.1553, 0.0801], [-0.1066, 0.0236, 0.0275], [-0.0566, -0.1215, -0.0345], [0.2725, 0.0374, -0.1120], [-0.0224, -0.0491, -0.0034], [0.0154, -0.2985, -0.0439], [0.1165, 0.0261, 0.0079]],
  "lowdin_charge": [0.002, 0.119, 0.078, 0.158, -0.223, 0.124, -0.160, 0.107, 0.061, 0.101, 0.019, -0.475, 0.106, -0.069, 0.122, -0.446, 0.122, 0.045, -0.146, 0.072, 0.116, -0.078, -0.075, 0.120, 0.115, -0.446, 0.089, 0.106, 0.124, -0.087, 0.163, 0.103, -0.256, -0.029, -0.023, 0.154, 0.119, -0.169, -0.039, 0.073, -0.124, 0.103, -0.181, 0.114, 0.074, -0.179, 0.136, 0.133, 0.124]
}

***

For reference, E by record: -43055.57014, -32737.87809 eV.
For reference, ΔE to the lowest compared entry with this formula, charge and spin by record: 116.6, 185.2 kJ/mol.